No. 1
{
  "formula": "C2H2F2FeN2O13S2",
  "method": "wB97M-V/def2-TZVPD",
  "symbols": ["Fe", "O", "C", "O", "O", "H", "O", "C", "O", "O", "H", "N", "O", "O", "O", "N", "S", "O", "O", "F", "S", "O", "O", "F"],
  "positions_angstrom": [[-0.38527, -0.41592, -0.33979], [-1.54257, -0.73997, -3.96604], [-1.14615, -0.67592, -2.71576], [-0.31731, 0.20468, -2.30837], [-1.55142, -1.48046, -1.84550], [-1.25105, 0.03925, -4.45458], [0.72132, -3.56182, 1.45098], [0.29943, -2.57643, 0.68666], [-0.76931, -1.92414, 0.95272], [0.92076, -2.15290, -0.31586], [0.00255, -3.70762, 2.08394], [-2.40363, 0.95651, 1.22694], [-2.00042, 0.75030, 0.00442], [-3.54357, 1.29128, 1.42165], [-1.56229, 0.83526, 2.11353], [1.04433, 0.74975, 0.37441], [1.77619, 0.90313, 1.82301], [1.47771, 2.03346, 2.60848], [3.11343, 0.42914, 1.74907], [0.98974, -0.29749, 2.48514], [1.57564, 2.05881, -0.51597], [2.27249, 1.59687, -1.66458], [2.12329, 3.18126, 0.15376], [0.15610, 2.50296, -1.00825]],
  "total_charge": -1,
  "spin_multiplicity": 6,
  "homo_energy_ev": [-7.147, -7.139],
  "gap_ev": [9.9, 8.3],
  "s_squared": 8.7566
}



No. 2
{
  "formula": "H3NO4S",
  "method": "wB97M-V/def2-TZVPD",
  "symbols": ["N", "O", "O", "O", "O", "S", "H", "H", "H"],
  "positions_angstrom": [[-2.03199, 0.06289, 1.08032], [2.14249, -1.32511, 0.16180], [-1.13075, 1.05220, 0.65810], [1.31391, 0.75182, -0.88395], [1.79869, -0.04793, -1.99536], [2.55626, -0.20876, -0.57145], [-2.27832, -0.39671, 0.23734], [-0.76676, 0.84190, -0.18431], [-1.60353, -0.73031, 1.49751]],
  "homo_energy_ev": -9.612,
  "gap_ev": 9.3
}



No. 3
{
  "formula": "C22H24BiCl2F3N4O6PS",
  "method": "wB97M-V/def2-TZVPD",
  "symbols": ["Bi", "C", "C", "C", "C", "C", "C", "C", "S", "O", "O", "N", "C", "C", "C", "C", "C", "N", "H", "H", "H", "H", "H", "H", "H", "H", "H", "H", "H", "Cl", "C", "C", "C", "Cl", "C", "O", "C", "C", "O", "C", "H", "H", "H", "N", "C", "P", "O", "O", "C", "N", "H", "H", "H", "H", "H", "H", "H", "H", "H", "H", "F", "C", "F", "F"],
  "positions_angstrom": [[-0.14621, 1.10298, -0.41830], [-1.67878, -3.36420, 5.46451], [-1.83939, -2.06547, 4.72597], [-0.87370, -1.06814, 4.82815], [-0.99918, 0.12250, 4.13114], [-2.11009, 0.32022, 3.32747], [-3.09610, -0.65160, 3.22192], [-2.95208, -1.83836, 3.91693], [-2.27813, 1.81671, 2.41821], [-3.63610, 2.26616, 2.51394], [-1.19350, 2.68302, 2.77068], [-1.99557, 1.35949, 0.86735], [-2.93082, 1.07635, -0.09035], [-4.33113, 1.03378, -0.02846], [-5.01080, 0.69388, -1.17431], [-4.33508, 0.40505, -2.36689], [-2.96753, 0.47361, -2.35998], [-2.29489, 0.80302, -1.24989], [-1.20803, -3.21018, 6.43484], [-1.04668, -4.05001, 4.89648], [-2.63945, -3.85207, 5.62159], [-0.01557, -1.22331, 5.47102], [-0.25823, 0.90474, 4.21214], [-3.97402, -0.47524, 2.61342], [-3.72042, -2.59788, 3.84244], [-4.83906, 1.28055, 0.88942], [-6.09207, 0.65266, -1.15029], [-4.86787, 0.13722, -3.26668], [-2.36690, 0.26083, -3.23391], [6.77390, 3.62945, 1.93463], [5.52390, 2.66015, 1.24467], [5.69109, 2.12308, -0.02271], [4.69483, 1.34249, -0.58017], [4.93102, 0.69932, -2.17273], [3.50683, 1.07831, 0.10205], [2.52034, 0.31608, -0.39585], [3.34557, 1.64774, 1.37661], [2.13392, 1.46467, 2.17941], [1.05785, 1.06406, 1.77771], [4.36112, 2.41754, 1.94376], [6.59838, 2.31123, -0.57971], [2.23511, 1.73210, 3.24295], [4.22798, 2.83220, 2.93492], [-0.62505, 0.23526, -5.94834], [0.75175, 0.21205, -5.44587], [0.73041, -0.56121, -3.78967], [-0.47646, -1.57298, -3.94592], [0.58640, 0.44209, -2.68932], [2.24118, -1.56550, -3.63829], [2.70888, -1.73447, -2.26636], [-1.07184, 1.12550, -5.77116], [-1.01352, -1.26109, -4.71266], [-0.66093, 0.06885, -6.94485], [1.21987, 1.19567, -5.36811], [1.37339, -0.40175, -6.09987], [3.00760, -1.03023, -4.20540], [2.04488, -2.50288, -4.16898], [2.13724, -2.40856, -1.76990], [2.76041, -0.26181, -1.17398], [3.65832, -2.08957, -2.27646], [0.49854, -1.55236, 1.04803], [-0.29435, -1.17370, 0.03676], [0.06281, -1.93708, -1.03391], [-1.54399, -1.54095, 0.35014]],
  "total_charge": 1,
  "homo_energy_ev": -10.953,
  "gap_ev": 7.8
}



No. 4
{
  "formula": "C2H3I2NO2",
  "method": "wB97M-V/def2-TZVPD",
  "symbols": ["C", "C", "N", "O", "O", "I", "I", "H", "H", "H"],
  "positions_angstrom": [[-0.35588, -1.06104, -0.42037], [1.58699, 0.19619, 0.36667], [-2.64768, 0.62121, 0.56436], [0.06242, -1.42980, -1.46289], [0.17636, -0.34915, 0.53578], [-2.09209, 2.00201, -0.82266], [-2.48102, -1.23024, 0.01502], [2.23818, -0.32940, 1.10065], [1.70195, 1.23670, 0.85260], [1.81075, 0.34351, -0.72916]],
  "homo_energy_ev": [-7.960, -7.961],
  "gap_ev": [7.3, 7.3]
}



M: 420.01 113.09 840.38 326.86 (g mol⁻¹)
Energy: -93197.965 -20557.724 -100607.425 -23904.178 (eV)
Relative energy (zero: lowest compared OMol25 entry of this formula, charge and spin): 0.0 269.3 0.0 376.6 (kJ/mol)